1.
# C29H63BNO11

A 5-piece molecular cluster, C29H63BNO11 overall (the ωB97M-V functional and the def2-TZVPD basis, the OMol25 dataset).

Geometry as XYZ:
```
105
Properties=species:S:1:pos:R:3
C 0.5840 -1.2044 1.7555
C 1.7860 -1.3199 1.8588
B 3.3770 -1.5971 1.6254
C 4.1152 -1.3957 3.0837
C 4.2935 0.0701 3.4979
C 5.5916 0.7322 3.0036
O 6.6175 -0.2281 2.7382
N 3.9423 -0.5287 0.5786
C 4.9958 -0.7813 0.0692
O 6.0432 -1.0585 -0.4054
O 3.6350 -2.9766 1.2064
C 2.8672 -3.4325 0.1099
C 3.8013 -4.1343 -0.9095
C 3.0905 -4.0235 -2.2882
C 4.0016 -5.6148 -0.5869
C 5.0172 -5.8304 0.5580
C 4.6138 -7.0606 1.4087
C 6.4687 -5.9674 0.0059
H -0.4713 -1.3158 1.8538
H 5.0337 -1.9789 3.1588
H 3.4210 -1.8385 3.8091
H 3.4395 0.6914 3.2178
H 4.3251 0.1013 4.5966
H 5.9796 1.4443 3.7416
H 5.3560 1.2826 2.0875
H 7.0692 0.0431 1.9364
H 2.1633 -4.1915 0.4745
H 2.3742 -2.6190 -0.4271
H 4.7461 -3.5936 -0.9725
H 3.5256 -4.7485 -2.9762
H 2.0138 -4.1743 -2.1764
H 3.2474 -3.0064 -2.6528
H 3.0541 -6.1282 -0.4019
H 4.4433 -6.0806 -1.4774
H 5.0346 -4.9459 1.1933
H 4.0718 -7.7607 0.7692
H 3.9108 -6.7165 2.1698
H 5.4892 -7.5151 1.8687
H 6.4827 -6.0159 -1.0837
H 7.0669 -5.1164 0.3290
H 6.9137 -6.8826 0.4012
C -2.3357 4.5564 2.0275
O -2.2008 4.2776 0.6456
C -1.2201 3.2812 0.3735
C -1.8465 1.9292 0.1170
O -2.4881 1.4208 1.2783
C -3.8904 1.5925 1.2593
H -3.2552 5.1250 2.1678
H -2.3963 3.6433 2.6235
H -1.4921 5.1639 2.3730
H -0.4958 3.2178 1.1900
H -0.6855 3.5964 -0.5275
H -1.0550 1.2227 -0.1495
H -2.5507 1.9820 -0.7201
H -4.3523 0.8652 0.5804
H -4.1728 2.6040 0.9542
H -4.2653 1.4141 2.2664
C -2.5644 11.2037 4.3932
O -2.4123 10.9193 3.0147
C -1.4376 9.9178 2.7563
C -2.0713 8.5689 2.4933
O -2.7274 8.0648 3.6473
C -4.1310 8.2454 3.6147
H -3.4821 11.7782 4.5143
H -2.6404 10.2921 4.9900
H -1.7230 11.8059 4.7532
H -0.7233 9.8518 3.5824
H -0.8898 10.2279 1.8612
H -1.2834 7.8548 2.2358
H -2.7632 8.6262 1.6478
H -4.5918 7.5238 2.9310
H -4.4029 9.2583 3.3085
H -4.5125 8.0677 4.6194
C -10.1151 -1.7164 0.4742
O -9.4414 -1.1212 -0.6195
C -8.9235 0.1670 -0.3219
C -7.4398 0.1238 -0.0243
O -7.1652 -0.5954 1.1669
C -6.7118 -1.9181 0.9314
H -10.2518 -2.7724 0.2448
H -9.5415 -1.6306 1.3996
H -11.1000 -1.2561 0.6112
H -9.4686 0.6196 0.5121
H -9.0855 0.7892 -1.2078
H -7.0832 1.1471 0.1311
H -6.8895 -0.3005 -0.8696
H -5.6698 -1.9085 0.5954
H -7.3278 -2.4312 0.1893
H -6.7699 -2.4615 1.8731
C 3.0100 -4.2960 -8.7673
O 1.8084 -3.7182 -8.2930
C 1.3700 -4.2786 -7.0620
C 1.7227 -3.3988 -5.8820
O 3.1237 -3.3121 -5.6921
C 3.6809 -2.1112 -6.1935
H 3.3988 -3.6532 -9.5564
H 3.7610 -4.3753 -7.9783
H 2.8157 -5.2896 -9.1872
H 1.7829 -5.2828 -6.9270
H 0.2805 -4.3674 -7.1210
H 1.3039 -3.8453 -4.9745
H 1.2844 -2.4031 -6.0006
H 3.4490 -1.2765 -5.5233
H 3.3161 -1.8821 -7.1982
H 4.7619 -2.2373 -6.2318
```

Output
**2S+1**: 1
**Relative energy (zero: lowest compared OMol25 entry of this formula, charge and spin)**: 0.0 kcal/mol
**Frontier orbital gap**: 7.287 eV
**LUMO**: 2.089 eV
**Max |F|**: 1.9 eV/A
**E**: -2049.8847 hartree
**Charge**: -1
**E_HOMO**: -5.2 eV

2.
# C29H63N3O6Ti

C29H63N3O6Ti as an isolated structure (the ωB97M-V functional and the def2-TZVPD basis, the OMol25 dataset).

Geometry as XYZ:
```
102
Properties=species:S:1:pos:R:3
Ti 1.6105 -0.9044 -0.2204
C 1.9906 1.0741 -1.7413
O 0.7823 0.3640 -1.6056
O 2.1760 2.0862 -2.5130
O 2.9222 0.5354 -0.9884
C -1.1914 -1.4307 6.8234
C -0.0477 -0.4577 6.8575
N -0.3174 0.9584 6.4259
C -1.2663 1.5841 7.3305
C 0.9888 1.7483 6.4515
C 1.6878 1.8937 7.7827
C -0.8822 0.9864 5.0176
C 0.0287 0.6782 3.8943
O 0.6305 1.9038 3.4948
C 1.6401 1.6353 2.4511
H -2.0071 -1.0637 7.4336
H -0.7107 -2.3452 7.1824
H -1.6656 -1.5800 5.8575
H 0.7557 -0.8199 6.2153
H 0.2836 -0.4172 7.8817
H -0.9259 1.4506 8.3455
H -2.2792 1.1879 7.2547
H -1.4067 2.6305 7.1895
H 0.8006 2.6998 6.0088
H 1.6380 1.2895 5.6870
H 1.0784 2.3016 8.5915
H 2.5698 2.5059 7.6856
H 2.0328 0.9212 8.1715
H -1.3433 1.9546 4.9185
H -1.6311 0.2099 5.0374
H -0.4169 0.1300 3.0542
H 0.7516 -0.0616 4.2674
H 1.2234 1.2919 1.4982
H 2.3802 0.8815 2.7188
H 2.1609 2.5633 2.3665
C -2.4919 -1.7318 -3.8204
C -3.1055 -1.0376 -2.6667
C -2.0059 -0.3342 -1.8653
N -2.5640 0.3219 -0.6129
C -1.4925 1.0987 0.1145
C -1.9471 2.0539 1.2157
C -2.9779 3.0409 0.6107
C -4.1221 2.3028 0.0380
C -3.6385 1.3716 -1.0504
C -3.1842 -0.6350 0.3374
H -3.0692 -2.5869 -4.2151
H -1.4969 -2.0994 -3.5946
H -2.3333 -1.0505 -4.6490
H -3.6070 -1.7952 -2.0609
H -3.9144 -0.3817 -3.0198
H -1.4835 0.4391 -2.3741
H -1.2222 -0.9453 -1.4210
H -0.9681 1.5840 -0.7037
H -0.8938 0.3721 0.5954
H -0.9802 2.4750 1.4718
H -2.3161 1.4866 2.0742
H -2.4492 3.5299 -0.2077
H -3.4118 3.7969 1.2533
H -4.8342 2.9710 -0.4697
H -4.6080 1.7225 0.8368
H -3.1699 1.9368 -1.8879
H -4.4959 0.8500 -1.4732
H -4.2189 -0.7701 0.0144
H -3.2152 -0.1923 1.3155
H -2.5754 -1.5068 0.4787
C 1.8836 2.5450 -6.8454
C 1.5843 1.0622 -6.6271
C 2.4977 0.5835 -5.5057
N 2.4402 -0.9034 -5.1858
C 3.4799 -1.1828 -4.0579
C 3.6138 -2.6435 -3.7884
C 2.2748 -3.2716 -3.4191
C 1.1280 -2.8742 -4.3766
C 1.1424 -1.3646 -4.6043
C 2.8721 -1.6990 -6.3860
H 1.0151 2.9329 -7.3480
H 2.7849 2.6886 -7.4379
H 2.1096 3.0283 -5.9028
H 1.7421 0.4797 -7.5469
H 0.5510 0.9226 -6.2988
H 2.1605 1.0808 -4.5897
H 3.5271 0.8437 -5.7441
H 3.0670 -0.6722 -3.1976
H 4.4009 -0.6846 -4.3765
H 4.2809 -2.7724 -2.9497
H 4.1652 -3.0594 -4.6310
H 2.0443 -2.9143 -2.4026
H 2.3214 -4.3526 -3.2917
H 0.1839 -3.1449 -3.9014
H 1.2002 -3.3596 -5.3475
H 1.0317 -0.7538 -3.7102
H 0.3974 -1.0837 -5.3630
H 3.0129 -2.7286 -6.1232
H 3.8309 -1.3501 -6.7371
H 2.1847 -1.7672 -7.2011
C -0.2728 -3.0801 2.3412
C 0.2419 -2.0315 1.4486
O -0.4751 -1.7088 0.4784
O 1.3786 -1.5560 1.7592
H -0.3640 -2.6191 3.3445
H 0.5252 -3.8078 2.4793
H -1.2107 -3.4543 1.9561
```

Output
**2S+1**: 4
**Frontier orbital gap (spin up / spin down)**: 2.748 / 7.381 eV
**LUMO (spin up / spin down)**: -2.114 / -2.128 eV
**Max |F|**: 3.6 eV/A
**E**: -2607.6097 hartree
**Charge**: +1
**E_HOMO (spin up / spin down)**: -4.9 / -9.5 eV

3.
# C29H64FN2O4S

A 3-piece molecular cluster, C29H64FN2O4S overall (the ωB97M-V functional and the def2-TZVPD basis, the OMol25 dataset).

Geometry as XYZ:
```
101
Properties=species:S:1:pos:R:3
C 5.7537 -5.1899 -0.6836
C 5.3697 -4.5655 -2.0357
C 6.3389 -3.4791 -2.5298
C 5.6558 -2.4025 -3.3746
C 4.8483 -1.4026 -2.5460
C 4.5198 -0.1090 -3.2904
C 3.9504 0.9899 -2.3720
C 2.6724 1.6763 -2.8915
C 1.3939 1.2064 -2.1902
C 0.2405 2.1972 -2.3206
C -1.0055 1.8546 -1.4908
C -1.3924 0.3677 -1.4495
C -0.7316 -0.4362 -0.3034
C -1.5963 -1.5075 0.3645
C -2.2185 -2.4908 -0.6359
C -3.7341 -2.4976 -0.8811
C -4.1135 -3.4314 -2.0447
C -5.0329 -2.7964 -3.0960
C -4.9746 -3.4866 -4.4755
C -6.3357 -3.9689 -4.9933
C -7.1369 -2.8661 -5.7059
S -2.5621 -0.9076 1.5451
O -3.4136 -1.8956 2.1642
O -1.8750 0.0293 2.4145
F -3.7153 0.1330 0.8999
H 5.0444 -4.9284 0.1021
H 5.7926 -6.2791 -0.7304
H 6.7378 -4.8477 -0.3572
H 4.3656 -4.1410 -1.9746
H 5.3185 -5.3516 -2.7929
H 7.1373 -3.9456 -3.1146
H 6.8232 -3.0042 -1.6704
H 6.4033 -1.8589 -3.9613
H 4.9935 -2.8916 -4.0985
H 5.3993 -1.1606 -1.6302
H 3.9074 -1.8614 -2.2258
H 3.8015 -0.3272 -4.0875
H 5.4261 0.2465 -3.7912
H 3.7472 0.5546 -1.3896
H 4.7205 1.7476 -2.2072
H 2.7596 2.7615 -2.7860
H 2.5781 1.4784 -3.9641
H 1.5986 1.0175 -1.1324
H 1.0919 0.2428 -2.6126
H -0.0329 2.3022 -3.3774
H 0.6135 3.1800 -2.0100
H -0.8643 2.2217 -0.4697
H -1.8491 2.4219 -1.8959
H -1.1258 -0.0851 -2.4127
H -2.4772 0.2885 -1.3680
H -0.3772 0.2586 0.4611
H 0.1690 -0.9297 -0.6920
H -1.9395 -3.5197 -0.3643
H -1.7379 -2.3103 -1.6046
H -4.2335 -2.8105 0.0350
H -4.0741 -1.4809 -1.0940
H -4.6003 -4.3302 -1.6507
H -3.2036 -3.7839 -2.5443
H -4.7696 -1.7391 -3.1831
H -6.0667 -2.8213 -2.7357
H -4.5571 -2.7882 -5.2073
H -4.2901 -4.3371 -4.4237
H -6.9176 -4.3544 -4.1519
H -6.1833 -4.8087 -5.6759
H -6.7497 -1.8773 -5.4505
H -7.0763 -2.9643 -6.7912
H -8.1941 -2.8773 -5.4361
C -1.3870 3.9531 5.1358
C -2.1855 5.1586 4.6598
C -3.4022 4.7958 3.8000
O -3.0926 4.3834 2.4935
C -2.7682 3.0011 2.3566
N -1.2774 6.0928 3.9873
H -0.7809 3.5429 4.3267
H -0.7111 4.2497 5.9391
H -2.0402 3.1589 5.5017
H -2.5848 5.6753 5.5409
H -4.0183 5.6950 3.6928
H -4.0082 4.0315 4.3068
H -3.3734 2.3820 3.0230
H -1.7140 2.7994 2.5552
H -2.9838 2.7112 1.3310
H -1.7769 6.9470 3.7606
H -1.0251 5.6855 3.0905
C 3.2672 1.1485 6.1320
C 3.3874 2.3121 5.1544
C 2.0402 2.8910 4.7023
O 1.3464 2.1005 3.7666
C 0.5314 1.0664 4.3096
N 4.2319 1.9026 4.0289
H 2.9695 0.2352 5.6168
H 4.2299 0.9600 6.6076
H 2.5280 1.3569 6.9076
H 3.9083 3.1288 5.6679
H 2.2344 3.8429 4.1986
H 1.4050 3.1014 5.5736
H 0.0645 1.4029 5.2422
H 1.1061 0.1594 4.5145
H -0.2397 0.8286 3.5802
H 4.4154 2.7051 3.4349
H 3.6891 1.2668 3.4502
```

Output
**2S+1**: 1
**Frontier orbital gap**: 6.494 eV
**LUMO**: 2.665 eV
**Max |F|**: 1.3 eV/A
**E**: -2051.8663 hartree
**Charge**: -1
**E_HOMO**: -3.8 eV

4.
# C29H65BN16O30S

A 14-piece molecular cluster, C29H65BN16O30S overall (the ωB97M-V functional and the def2-TZVPD basis, the OMol25 dataset).

Geometry as XYZ:
```
142
Properties=species:S:1:pos:R:3
C 3.9316 1.2196 -3.0347
C 2.4541 0.9732 -3.6231
O 1.8426 2.2082 -4.0754
C 2.5572 2.7309 -5.2315
C 1.4541 3.2992 -6.2629
O 0.6984 2.1890 -6.8012
C -0.6248 2.0929 -6.2215
C -1.5271 1.1534 -7.2044
O -2.8978 1.5977 -7.3153
C -3.8478 0.6552 -6.7840
C -4.8573 1.3871 -5.7430
C -4.5805 2.8834 -5.3377
C -5.4611 3.6801 -4.3068
B -4.9675 5.2210 -3.9939
O -5.9232 6.3246 -3.9089
C -3.3431 5.4253 -3.8321
C -2.9884 5.8877 -2.3168
C -6.7153 3.0346 -3.6115
N -7.6214 3.6155 -2.6583
S -8.7488 2.3446 -2.2947
N -8.1412 1.1159 -3.3432
C -6.9661 1.5169 -4.0740
C -6.0827 0.6829 -5.1008
C -6.4204 -0.8401 -5.4557
N -7.1398 -1.5605 -4.3394
H 4.0135 2.1883 -2.4321
H 4.6953 1.1971 -3.8857
H 4.1749 0.3526 -2.3268
H 1.8182 0.5297 -2.7633
H 2.5438 0.1801 -4.4553
H 3.2487 3.5795 -4.8605
H 3.2166 1.9271 -5.7375
H 0.8260 4.1284 -5.7900
H 2.0576 3.7643 -7.1364
H -0.5281 1.6010 -5.1833
H -1.1233 3.1148 -6.0673
H -1.0522 1.3003 -8.2535
H -1.3842 0.0493 -6.9512
H -3.4048 -0.2947 -6.3310
H -4.5221 0.3114 -7.6626
H -3.6705 3.4286 -5.7938
H -6.0121 6.5325 -2.9413
H -2.7443 4.4740 -4.0346
H -3.0418 6.1938 -4.6312
H -1.9931 5.3560 -2.0512
H -3.8095 5.5373 -1.5867
H -2.7809 7.0080 -2.2522
H -7.0008 -0.8653 -6.4500
H -5.4076 -1.3960 -5.5816
H -6.6973 -2.4988 -4.3224
H -6.8442 -1.1282 -3.4430
C 3.0909 -0.3906 1.3833
N 3.4852 -0.2167 -0.0388
O 4.0978 0.7982 -0.3318
O 3.1650 -1.1082 -0.8129
H 3.4383 0.4701 1.9520
H 2.0040 -0.4620 1.4171
H 3.5595 -1.3054 1.7438
C -8.9303 8.4015 -2.5688
N -8.2338 8.9527 -1.3768
O -7.9496 10.1418 -1.3895
O -7.9956 8.1733 -0.4674
H -9.0759 9.2022 -3.2914
H -8.2999 7.6156 -2.9860
H -9.8864 8.0053 -2.2352
C -11.2285 11.2262 0.0474
N -11.9075 10.3022 -0.8970
O -13.1139 10.4173 -1.0276
O -11.1987 9.4913 -1.4749
H -11.9701 11.8895 0.4887
H -10.7506 10.6175 0.8145
H -10.4936 11.7944 -0.5225
C -8.7654 5.1565 1.0859
N -9.6539 4.9821 -0.0917
O -10.1224 5.9875 -0.5932
O -9.8489 3.8362 -0.4727
H -8.6834 6.2190 1.3089
H -9.2167 4.6202 1.9202
H -7.7922 4.7401 0.8272
C 4.8737 -4.1530 0.6660
N 5.5399 -3.6047 1.8766
O 5.8017 -2.4101 1.8836
O 5.7767 -4.3911 2.7770
H 4.7250 -3.3452 -0.0492
H 5.5261 -4.9207 0.2514
H 3.9179 -4.5728 0.9789
C 7.5687 -4.3140 5.3621
N 8.2347 -3.7698 6.5744
O 8.4980 -2.5781 6.5839
O 8.4709 -4.5601 7.4770
H 7.4218 -3.5055 4.6487
H 8.2204 -5.0819 4.9463
H 6.6118 -4.7325 5.6726
C 5.3888 -7.8774 4.4920
N 4.3126 -7.1674 3.7528
O 3.3796 -6.7236 4.4052
O 4.4413 -7.0783 2.5414
H 5.1445 -7.8797 5.5518
H 5.4371 -8.8920 4.1065
H 6.3194 -7.3404 4.3123
C -3.3527 -0.3926 -2.9053
N -3.8644 -1.7209 -2.4761
O -3.0473 -2.5359 -2.0794
O -5.0715 -1.8981 -2.5532
H -2.2708 -0.3773 -2.7833
H -3.6253 -0.2574 -3.9516
H -3.8231 0.3607 -2.2739
C -7.5352 13.1269 1.1357
N -8.9149 13.6804 1.1284
O -9.1937 14.4810 0.2504
O -9.6710 13.2907 2.0058
H -6.9795 13.5590 0.3053
H -7.0784 13.3960 2.0875
H -7.6142 12.0454 1.0258
C 10.8090 -4.1684 9.8779
N 12.2775 -3.9411 9.9107
O 12.6655 -2.8122 10.1668
O 12.9902 -4.9054 9.6778
H 10.3032 -3.2309 10.1017
H 10.5518 -4.5153 8.8778
H 10.5763 -4.9214 10.6303
C 9.6035 -9.5668 5.9145
N 8.5369 -8.5603 5.6677
O 8.8793 -7.4742 5.2221
O 7.3912 -8.8935 5.9288
H 10.5623 -9.1350 5.6389
H 9.5818 -9.8144 6.9754
H 9.3820 -10.4348 5.3017
C 3.7155 -12.7284 4.3360
N 4.5292 -11.4891 4.4408
O 3.9355 -10.4223 4.3981
O 5.7353 -11.6299 4.5621
H 2.6675 -12.4524 4.2331
H 4.0591 -13.2735 3.4574
H 3.8754 -13.3043 5.2468
C 12.9533 -12.6080 5.6947
N 11.8970 -11.5936 5.4414
O 12.2522 -10.5161 4.9918
O 10.7459 -11.9181 5.7043
H 13.9181 -12.1865 5.4179
H 12.9282 -12.8503 6.7567
H 12.7237 -13.4806 5.0840
```

Output
**2S+1**: 1
**Frontier orbital gap**: 7.118 eV
**LUMO**: -1.177 eV
**Max |F|**: 5.3 eV/A
**E**: -4698.7957 hartree
**Charge**: 0
**E_HOMO**: -8.3 eV